Entry 1:
{
  "formula": "H18MgNO12",
  "method": "ωB97M-V/def2-TZVPD",
  "elements": ["Mg", "N", "O", "O", "O", "O", "H", "H", "O", "H", "H", "O", "H", "H", "O", "H", "H", "O", "H", "H", "O", "H", "H", "O", "H", "H", "O", "H", "H", "O", "H", "H"],
  "coordinates": [[0.5475, 2.3907, -1.6738], [-0.3812, -0.0194, 0.3928], [-0.2532, 0.8765, -0.4380], [-1.5316, -0.3673, 0.6843], [0.6031, -0.7184, 0.7186], [2.3396, -0.2660, 2.8692], [1.6057, -0.6321, 2.3757], [2.0871, 0.6420, 3.0366], [2.9252, -1.8973, 0.1017], [2.1736, -1.3562, 0.3434], [2.9225, -2.6107, 0.7399], [1.2525, 0.8447, -2.8388], [1.0113, -0.0722, -2.9708], [2.2055, 0.8573, -2.9276], [-2.1740, 3.3605, 0.5689], [-2.5068, 2.4665, 0.6469], [-2.9255, 3.8709, 0.2673], [2.0696, 2.0988, -0.4752], [1.8132, 1.9139, 0.4283], [3.0262, 2.1245, -0.4527], [-0.1057, -3.3183, -1.2843], [0.3591, -4.0961, -0.9758], [-0.5880, -3.0073, -0.5182], [-1.1691, -0.9372, 3.3754], [-0.7466, -1.7929, 3.4496], [-1.3643, -0.8460, 2.4428], [-3.3503, -2.4604, 0.2080], [-2.6745, -3.1383, 0.2124], [-2.8639, -1.6365, 0.2364], [-1.1462, 2.5818, -2.5854], [-1.3814, 3.2634, -3.2148], [-1.7792, 1.8812, -2.7426]],
  "forces_ev_per_angstrom": [[-0.478, -2.206, 1.081], [-0.552, -3.783, -0.176], [0.476, 2.978, -1.536], [0.506, 0.776, 0.511], [-1.104, 1.394, 0.260], [0.542, 0.140, -0.053], [-0.352, -0.100, 0.048], [-0.142, 0.123, 0.371], [0.409, -0.050, -0.411], [-0.040, 0.050, -0.056], [0.169, -0.165, 0.148], [0.237, 0.936, -0.258], [-0.439, -0.523, 0.133], [0.497, -0.233, -0.160], [0.539, 0.089, -0.361], [-0.096, -0.406, 0.180], [-0.250, 0.242, 0.063], [0.442, 0.786, -0.091], [-0.294, -0.440, 0.580], [0.539, 0.124, -0.149], [-0.109, 0.246, -0.276], [0.215, -0.217, 0.017], [-0.060, 0.110, 0.215], [0.177, 0.209, 0.424], [0.076, -0.217, 0.174], [-0.263, -0.096, -0.247], [-0.280, -0.102, -0.148], [-0.012, -0.291, 0.019], [0.042, 0.157, 0.078], [0.054, 0.643, -0.388], [-0.170, 0.468, -0.277], [-0.280, -0.642, 0.285]],
  "charge": 1,
  "e_tot_ev": -31789.1007,
  "de_lowest_ev": 1.761
}

---

Entry 2:
{
  "formula": "C12H6Br4N2O7SeW",
  "method": "ωB97M-V/def2-TZVPD",
  "elements": ["W", "Br", "C", "C", "Br", "C", "Br", "C", "O", "C", "O", "C", "Br", "O", "Se", "O", "O", "O", "N", "C", "O", "C", "C", "C", "N", "C", "C", "H", "H", "H", "H", "H", "H"],
  "coordinates": [[-0.1014, -1.8553, -0.4595], [6.0493, -1.8778, 2.7559], [4.2211, -1.6262, 2.4010], [3.3270, -1.3051, 3.4319], [3.9542, -1.1341, 5.1955], [1.9704, -1.1072, 3.1752], [0.7260, -0.6569, 4.5017], [1.4971, -1.2313, 1.8730], [0.2524, -1.0914, 1.4631], [2.4028, -1.5827, 0.8592], [1.8042, -1.7273, -0.3295], [3.7531, -1.7677, 1.0961], [4.8479, -2.2108, -0.3526], [-2.3636, -4.3368, 1.6340], [-1.8725, -3.9968, 0.1683], [-0.1312, -3.7024, 0.2353], [-0.0424, -2.1654, -2.1378], [-1.9470, -2.1682, -0.0192], [-3.3790, 4.0104, -3.0052], [-2.6580, 3.9404, -1.8552], [-2.6194, 4.8452, -1.0482], [-1.9203, 2.6633, -1.6033], [-1.6046, 1.7354, -2.5916], [-0.9067, 0.6004, -2.2509], [-0.5615, 0.3192, -0.9814], [-0.8569, 1.2155, -0.0239], [-1.5057, 2.3972, -0.3019], [-3.9550, 4.8253, -3.1338], [-3.6032, 3.1895, -3.5377], [-1.8566, 1.8937, -3.6306], [-0.6343, -0.1430, -2.9874], [-0.5662, 0.9382, 0.9808], [-1.7199, 3.1129, 0.4785]],
  "forces_ev_per_angstrom": [[0.117, -0.306, -0.092], [0.041, -0.004, 0.011], [-0.060, 0.011, -0.031], [-0.011, 0.006, -0.024], [0.004, 0.003, 0.029], [-0.029, 0.179, -0.062], [-0.076, 0.019, 0.046], [0.431, -0.153, -0.123], [-0.213, 0.017, -0.235], [-0.136, 0.087, 0.398], [0.219, -0.281, -0.261], [-0.096, 0.037, 0.116], [0.071, -0.039, -0.101], [0.019, 0.018, 0.237], [-0.173, 0.397, -0.054], [0.339, 0.160, -0.263], [0.073, 0.408, 0.275], [-0.235, -0.029, -0.147], [0.103, -0.098, -0.015], [-0.513, 0.405, 0.087], [0.149, -0.061, -0.093], [0.399, -0.511, 0.157], [0.076, 0.328, 0.007], [0.004, -0.324, 0.084], [-0.482, -0.383, 0.127], [0.133, -0.171, 0.081], [-0.172, 0.229, -0.188], [0.006, 0.018, 0.024], [0.008, 0.013, -0.009], [0.020, 0.013, -0.007], [-0.014, 0.013, 0.018], [-0.018, 0.020, -0.008], [0.013, -0.020, 0.020]],
  "e_tot_ev": -377197.8608,
  "de_lowest_ev": 0.326
}

---

Entry 3:
{
  "formula": "C4H3FO5Tb",
  "method": "ωB97M-V/def2-TZVPD",
  "elements": ["C", "C", "F", "H", "H", "H", "O", "C", "O", "O", "Tb", "O", "O", "C"],
  "coordinates": [[-1.2207, -0.2802, -0.1963], [-0.4422, -1.3273, 0.5994], [-2.4321, -0.0642, 0.4104], [-1.3759, -0.5316, -1.2527], [-0.2391, -0.9328, 1.6057], [-1.0871, -2.2080, 0.7004], [0.7406, -1.7549, -0.0404], [1.8908, -0.9679, -0.0524], [2.8614, -1.5448, -0.5051], [0.4269, 2.7193, 0.4561], [1.9883, 1.3059, 0.4936], [-0.3240, 2.4933, -1.6306], [-0.4735, 0.8701, -0.1441], [-0.3133, 2.2230, -0.4442]],
  "forces_ev_per_angstrom": [[-1.097, -0.037, -0.884], [-1.079, 0.227, 0.426], [0.604, -0.266, -0.154], [-0.254, -0.314, 0.242], [-0.098, -0.069, -0.182], [0.329, 0.084, -0.035], [1.109, 1.330, 0.034], [-0.131, -6.325, -1.985], [-1.188, 2.744, 1.191], [-0.280, 1.438, 1.768], [0.678, 1.694, 0.468], [-1.246, 0.715, 1.360], [1.501, -0.719, 2.696], [1.153, -0.503, -4.944]],
  "spin_multiplicity": 7,
  "charge": 1,
  "s2": 12.75,
  "e_tot_ev": -39575.3650,
  "de_lowest_ev": 0.090
}

---

Entry 4:
{
  "formula": "C65H70ClCrI2NOP3",
  "method": "ωB97M-V/def2-TZVPD",
  "elements": ["Cr", "I", "C", "C", "C", "C", "C", "C", "C", "C", "C", "P", "C", "C", "C", "C", "C", "C", "C", "C", "C", "C", "C", "C", "C", "H", "H", "H", "H", "H", "H", "H", "H", "H", "H", "H", "H", "H", "H", "H", "H", "O", "P", "C", "C", "C", "C", "C", "C", "C", "C", "C", "C", "C", "C", "C", "C", "C", "C", "C", "C", "H", "H", "H", "H", "H", "H", "H", "H", "H", "H", "H", "H", "H", "H", "H", "H", "H", "H", "H", "H", "H", "H", "H", "H", "H", "H", "H", "H", "H", "H", "H", "H", "H", "I", "N", "P", "C", "C", "C", "C", "C", "C", "C", "C", "C", "C", "C", "C", "C", "C", "C", "C", "C", "C", "H", "H", "H", "H", "H", "H", "H", "H", "H", "H", "H", "H", "H", "H", "H", "Cl", "C", "C", "C", "C", "C", "C", "C", "H", "H", "H", "H", "H", "H"],
  "coordinates": [[-0.7566, -0.8651, -0.0511], [2.6221, -1.7126, 2.1414], [4.6573, -1.2796, 1.8094], [5.3747, -1.1392, 2.9675], [6.7816, -1.0605, 2.9764], [7.4530, -1.1894, 1.8039], [6.7505, -1.3194, 0.5792], [7.5077, -1.4688, -0.6073], [6.8922, -1.5662, -1.8144], [5.4941, -1.4319, -1.8762], [4.7063, -1.2664, -0.7663], [2.9346, -0.7466, -1.1063], [2.3977, -2.0804, -2.2489], [2.6939, -2.1366, -3.6116], [2.2858, -3.2149, -4.3807], [1.5811, -4.2591, -3.7942], [1.2650, -4.2035, -2.4467], [1.6580, -3.1152, -1.6812], [3.2709, 0.6846, -2.2069], [4.3307, 1.5468, -1.9044], [4.5025, 2.7373, -2.5909], [3.6139, 3.0971, -3.5979], [2.5532, 2.2580, -3.8988], [2.3793, 1.0653, -3.2062], [5.3228, -1.2933, 0.5350], [4.8463, -1.1353, 3.9122], [7.3087, -0.9481, 3.9154], [8.5365, -1.1915, 1.7747], [8.5879, -1.5065, -0.5226], [7.4623, -1.6946, -2.7257], [5.0313, -1.4116, -2.8534], [3.2244, -1.3220, -4.0892], [2.5083, -3.2334, -5.4408], [1.2566, -5.1013, -4.3939], [0.6728, -4.9853, -1.9884], [1.3442, -3.0616, -0.6453], [5.0403, 1.2754, -1.1326], [5.3346, 3.3849, -2.3405], [3.7468, 4.0268, -4.1373], [1.8417, 2.5278, -4.6695], [1.5220, 0.4437, -3.4361], [-0.2738, 0.8171, 1.2529], [-0.1061, 1.8568, 2.3151], [1.6545, 2.2130, 2.6105], [2.5203, 2.0476, 1.3494], [3.9630, 2.3665, 1.7291], [4.1331, 3.8563, 2.0773], [2.8075, 4.4909, 2.5098], [1.9704, 3.5352, 3.3578], [-1.0088, 3.3322, 1.7686], [-0.4332, 3.9065, 0.4516], [-1.5197, 4.5654, -0.4078], [-2.5534, 5.2633, 0.4684], [-3.3138, 4.2293, 1.3201], [-2.4853, 2.9614, 1.5537], [-0.8986, 1.3305, 3.8830], [-1.5971, 2.3764, 4.7757], [-0.7250, 2.9974, 5.8634], [-0.0386, 1.9230, 6.6969], [0.8145, 1.0394, 5.7950], [-0.0279, 0.3659, 4.7147], [1.9365, 1.3727, 3.2542], [2.1850, 2.6962, 0.5349], [2.4208, 1.0266, 0.9856], [4.6448, 2.0870, 0.9263], [4.2324, 1.7417, 2.5881], [4.5172, 4.3980, 1.2091], [4.8788, 3.9727, 2.8685], [2.2396, 4.7784, 1.6237], [2.9894, 5.4131, 3.0672], [1.0600, 4.0412, 3.6854], [2.5265, 3.3063, 4.2720], [-0.9452, 4.0948, 2.5542], [0.0508, 3.1178, -0.1285], [0.3308, 4.6484, 0.6930], [-2.0207, 3.8072, -1.0166], [-1.0562, 5.2607, -1.1101], [-3.2526, 5.8391, -0.1407], [-2.0462, 5.9858, 1.1171], [-4.2542, 3.9576, 0.8342], [-3.5791, 4.6687, 2.2866], [-2.5398, 2.2905, 0.6937], [-2.8974, 2.4005, 2.3952], [-1.6905, 0.7099, 3.4444], [-2.4207, 1.8518, 5.2743], [-2.0678, 3.1601, 4.1790], [-1.3420, 3.6462, 6.4906], [0.0430, 3.6368, 5.4191], [-0.7981, 1.3042, 7.1896], [0.5644, 2.3764, 7.4879], [1.3212, 0.2660, 6.3775], [1.6038, 1.6541, 5.3509], [-0.6991, -0.3546, 5.1909], [0.5880, -0.2419, 4.0536], [-0.9650, -2.3721, 2.3190], [-1.3807, -2.3717, -1.1523], [-2.8068, -2.9157, -1.2142], [-3.3345, -4.1407, 0.0689], [-2.4610, -5.2120, 0.2602], [-2.7218, -6.1871, 1.2054], [-3.8693, -6.1059, 1.9871], [-4.7472, -5.0503, 1.8061], [-4.4818, -4.0749, 0.8494], [-4.1987, -1.7223, -1.1381], [-4.2708, -0.9232, 0.0065], [-5.2987, -0.0088, 0.1693], [-6.2753, 0.1199, -0.8125], [-6.1996, -0.6506, -1.9607], [-5.1611, -1.5607, -2.1267], [-3.1045, -3.9410, -2.7008], [-2.0755, -4.0040, -3.6321], [-2.2084, -4.7901, -4.7706], [-3.3731, -5.5131, -4.9835], [-4.4062, -5.4560, -4.0535], [-4.2683, -4.6764, -2.9151], [-1.5494, -5.2556, -0.3264], [-2.0232, -7.0028, 1.3474], [-4.0719, -6.8613, 2.7370], [-5.6416, -4.9767, 2.4137], [-5.1819, -3.2591, 0.7216], [-3.5230, -1.0394, 0.7871], [-5.3430, 0.5969, 1.0674], [-7.0820, 0.8332, -0.6886], [-6.9369, -0.5316, -2.7456], [-5.1077, -2.1469, -3.0354], [-1.1835, -3.4170, -3.4364], [-1.4009, -4.8308, -5.4926], [-3.4798, -6.1245, -5.8719], [-5.3143, -6.0247, -4.2138], [-5.0650, -4.6507, -2.1791], [-0.3387, -1.0787, -4.0351], [-1.8004, -0.1274, -3.8505], [-2.7009, -0.1499, -4.9050], [-3.8396, 0.6391, -4.8695], [-4.0509, 1.4434, -3.7524], [-3.1503, 1.4334, -2.7068], [-1.9766, 0.6527, -2.7022], [-1.0541, 0.6873, -1.5764], [-2.4870, -0.7850, -5.7554], [-4.5405, 0.6251, -5.6947], [-4.9341, 2.0687, -3.6875], [-3.3402, 2.0526, -1.8360], [-1.2074, 1.5946, -0.9881], [-0.0093, 0.6959, -1.9228]],
  "forces_ev_per_angstrom": [[-0.412, 0.430, 0.037], [-0.157, -0.104, -0.067], [0.063, -0.017, -0.017], [0.072, -0.003, 0.089], [-0.100, -0.004, 0.023], [0.012, 0.005, -0.070], [0.092, 0.033, 0.019], [0.009, -0.002, 0.061], [-0.058, 0.006, -0.045], [0.070, -0.048, -0.055], [-0.152, 0.025, 0.056], [-0.081, -0.129, -0.086], [0.148, 0.003, 0.020], [0.073, -0.026, -0.037], [0.025, 0.018, 0.027], [0.000, -0.016, 0.032], [-0.021, -0.018, -0.007], [-0.027, 0.064, 0.021], [0.246, 0.097, 0.161], [-0.004, -0.048, -0.076], [-0.019, 0.035, -0.047], [0.062, 0.021, 0.045], [-0.014, -0.079, 0.017], [-0.185, 0.013, 0.006], [-0.081, 0.095, -0.017], [-0.002, 0.002, -0.003], [-0.010, 0.003, -0.004], [-0.007, -0.003, 0.004], [-0.008, 0.000, -0.008], [0.002, -0.002, 0.004], [-0.021, -0.007, -0.002], [0.000, 0.021, 0.002], [-0.001, -0.001, 0.003], [-0.009, 0.007, 0.004], [-0.010, 0.010, -0.016], [0.043, -0.009, 0.014], [0.017, 0.006, 0.001], [-0.003, 0.001, -0.004], [0.004, 0.002, 0.003], [0.002, 0.000, -0.004], [0.125, 0.034, -0.007], [0.312, -0.426, -0.131], [-0.176, 0.161, -0.144], [0.058, -0.027, -0.028], [-0.067, 0.054, -0.006], [-0.006, -0.010, 0.017], [0.014, 0.005, -0.018], [-0.008, 0.008, -0.005], [-0.011, -0.013, 0.017], [0.009, 0.182, 0.020], [0.053, 0.025, 0.015], [-0.031, -0.049, -0.023], [0.001, 0.014, 0.001], [-0.010, -0.007, 0.012], [-0.021, -0.030, -0.037], [-0.017, -0.094, 0.105], [-0.067, -0.017, -0.011], [0.040, 0.018, -0.038], [-0.040, -0.036, 0.021], [0.043, -0.017, -0.009], [-0.057, 0.002, -0.014], [0.048, -0.004, 0.012], [0.018, 0.018, 0.012], [-0.021, -0.002, -0.019], [0.014, -0.022, -0.017], [0.003, 0.009, -0.015], [0.002, 0.003, 0.005], [-0.010, -0.011, 0.011], [-0.030, -0.007, -0.014], [0.007, -0.005, -0.001], [-0.008, 0.015, -0.042], [-0.010, 0.014, -0.003], [-0.032, 0.007, 0.000], [-0.013, -0.021, 0.013], [0.028, 0.015, 0.011], [0.038, 0.014, -0.014], [-0.004, 0.019, 0.010], [-0.008, 0.001, 0.001], [0.022, -0.019, 0.005], [0.017, -0.017, -0.019], [-0.017, 0.017, -0.008], [-0.018, -0.003, 0.022], [0.007, 0.010, -0.054], [0.057, -0.040, -0.035], [0.016, 0.000, 0.016], [0.038, -0.021, 0.034], [-0.010, -0.019, 0.011], [-0.007, 0.016, -0.005], [-0.001, 0.021, 0.010], [0.022, 0.000, -0.021], [-0.014, 0.001, 0.005], [-0.009, -0.008, -0.008], [-0.025, 0.025, 0.024], [0.045, -0.046, -0.039], [0.147, -0.039, 0.235], [-0.059, 0.011, 0.040], [-0.026, -0.132, 0.065], [0.090, -0.047, 0.003], [0.036, 0.031, 0.021], [-0.017, -0.003, 0.006], [0.007, -0.008, -0.009], [0.013, 0.010, -0.015], [-0.060, -0.027, -0.035], [-0.034, 0.006, 0.000], [0.014, 0.017, 0.003], [0.013, 0.009, -0.022], [0.031, 0.077, -0.002], [0.050, 0.037, -0.062], [-0.030, -0.054, 0.025], [-0.059, 0.096, -0.079], [0.017, 0.051, 0.029], [0.003, 0.031, 0.014], [-0.023, -0.005, -0.006], [0.027, 0.008, -0.023], [0.022, -0.047, 0.033], [0.000, 0.025, -0.004], [-0.005, 0.000, 0.003], [0.001, 0.005, 0.001], [0.004, 0.001, 0.000], [0.007, 0.012, -0.001], [0.001, -0.011, -0.005], [-0.004, -0.002, -0.009], [0.000, -0.009, 0.008], [-0.011, -0.007, 0.008], [0.014, 0.006, -0.011], [-0.113, -0.125, -0.020], [-0.003, -0.002, -0.003], [0.004, -0.001, 0.000], [0.002, -0.001, -0.004], [0.002, 0.001, 0.002], [-0.160, 0.198, -0.100], [0.084, -0.131, -0.183], [0.027, -0.019, 0.013], [-0.003, 0.016, 0.064], [-0.044, -0.091, -0.014], [0.001, -0.028, 0.089], [-0.103, -0.069, 0.096], [0.511, 0.124, 0.115], [-0.018, -0.001, -0.007], [-0.001, 0.005, 0.015], [-0.002, 0.000, -0.015], [-0.026, -0.004, 0.014], [-0.055, -0.013, -0.033], [-0.118, -0.012, 0.048]],
  "spin_multiplicity": 5,
  "charge": -1,
  "s2": 6.03,
  "e_tot_ev": -157096.8389,
  "de_lowest_ev": 0.000
}